[1]
Below is 2 unconnected molecules or ions with the total composition C2H3BN2O3 in a non-equilibrium geometry, with properties calculated with the ωB97M-V functional and the def2-TZVPD basis.

Geometry (Å):
B (-0.75926, -0.60487, 0.04553)
C (1.08125, 1.87363, 0.15544)
C (0.70108, -0.55098, 0.09420)
N (1.80966, -1.08459, -0.06153)
N (2.86032, -1.49613, 0.14831)
O (2.00819, 2.43028, -0.26987)
O (-1.49458, 0.47245, 0.16320)
O (-1.41058, -1.74006, -0.29346)
H (-0.01473, 1.90013, 0.37630)
H (-2.40316, 0.51463, -0.01022)
H (-2.37820, -1.71450, -0.34789)

The calculation puts the max |F| at 4.53 eV/A. Its lowest unoccupied orbital energy (spin up / spin down) is -0.578 / -0.683 eV. As for the HOMO-LUMO gap (spin up / spin down): 7.4 / 7.3 eV. The calculation puts the energy at -11919.072 eV.

Atom charges from the natural (NBO) analysis, given in e for atoms 1 to 2: B 0.966; C 0.546

---

[2]
Below is a molecular structure, C19H19ClFeN5O5S2, with properties calculated with the ωB97M-V functional and the def2-TZVPD basis.

Geometry (Å):
Fe (0.83287, -0.92362, -1.14000)
O (1.23286, 0.41345, 0.43572)
N (2.30430, 1.15396, 0.24032)
C (2.26742, 2.41922, 0.70605)
C (3.35257, 3.24519, 0.59196)
C (4.50109, 2.75274, -0.03287)
C (4.50918, 1.47206, -0.52504)
C (3.38702, 0.63141, -0.41246)
S (3.28712, -0.95292, -1.04535)
H (1.31883, 2.68923, 1.14928)
H (3.29069, 4.25521, 0.96803)
H (5.37540, 3.38047, -0.14417)
H (5.37396, 1.06798, -1.03081)
N (-0.02826, 2.32705, -2.48735)
N (0.60130, 1.05167, -2.48344)
C (0.08566, 0.06369, -3.43303)
O (-0.71080, 0.38602, -4.29175)
O (0.56653, -1.09118, -3.14124)
H (-0.61378, 2.34515, -3.32113)
H (-0.64544, 2.34187, -1.67927)
H (1.59336, 1.16889, -2.66565)
C (0.34837, -1.89874, 2.79229)
C (-0.10638, -0.48709, 2.90642)
C (0.28245, 0.37108, 3.90348)
C (-0.16687, 1.70198, 3.82766)
N (-0.94916, 2.15346, 2.87247)
C (-1.35402, 1.30109, 1.89730)
S (-2.29492, 1.78412, 0.60396)
N (-0.93779, -0.00420, 1.96801)
C (0.28363, 2.69593, 4.85843)
H (0.78613, -2.21990, 3.73638)
H (1.10581, -1.96029, 2.00880)
H (-0.46419, -2.56359, 2.50022)
H (0.93811, 0.03939, 4.69438)
H (-1.15290, -0.58802, 1.15718)
H (0.22658, 2.27195, 5.86160)
H (-0.32493, 3.59420, 4.79762)
H (1.32654, 2.96498, 4.67510)
Cl (-4.74709, -2.94054, -5.26665)
C (-3.81388, -2.87120, -3.79340)
C (-3.73444, -4.00553, -2.99883)
C (-2.99247, -3.94847, -1.83267)
C (-2.33153, -2.77747, -1.47387)
C (-2.43294, -1.65528, -2.28190)
C (-3.17466, -1.69482, -3.45266)
C (-1.52634, -2.75347, -0.20104)
O (-1.76421, -3.54880, 0.69763)
O (-0.57786, -1.87021, -0.14652)
H (-4.24515, -4.91095, -3.29649)
H (-2.91716, -4.80858, -1.18111)
H (-1.94055, -0.73655, -1.99126)
H (-3.23003, -0.83203, -4.10031)

Its expectation value of S² is 6.012. The calculation puts the max |F| at 0.38 eV/A. Its lowest unoccupied orbital energy (spin up / spin down) is 2.470 / 2.466 eV. Its total charge is -1. As for the HOMO-LUMO gap (spin up / spin down): 7.9 / 7.9 eV. The calculation puts the energy at -106284.282 eV. As for the multiplicity: 5.

Atom charges from the natural (NBO) analysis, given in e for atoms 1 to 2: Fe 1.494; O -0.689

---

[3]
Below is 2 unconnected molecules or ions with the total composition C2H9NO2 in a non-equilibrium geometry, with properties calculated with the ωB97M-V functional and the def2-TZVPD basis.

Geometry (Å):
C (1.44878, -0.16731, -1.17828)
N (0.78318, -0.83490, 0.03164)
C (-0.65571, -1.13632, 0.06404)
O (-1.34054, -0.16263, 0.82782)
H (0.81275, 0.72008, -1.57480)
H (1.67479, -0.96188, -1.89104)
H (2.42981, 0.10939, -0.86688)
H (1.03803, -0.19977, 0.77447)
H (-1.33469, -1.02301, -0.84956)
H (-0.72033, -2.22026, 0.56992)
H (-1.29759, -0.36877, 1.81562)
H (-1.58851, 1.99733, 0.99779)
H (-0.41469, 1.73424, 0.43823)
O (-0.83526, 2.51381, 0.84103)

The calculation puts the max |F| at 3.07 eV/A. Its lowest unoccupied orbital energy is 0.708 eV. As for the HOMO-LUMO gap: 10.0 eV. Its structure (SMILES) is CNCO.O. The calculation puts the energy at -7803.350 eV.

Atom charges from the natural (NBO) analysis, given in e for atoms 1 to 2: C -0.425; N -0.672

---

[4]
Below is a molecular structure, C4H7LuO in a non-equilibrium geometry, with properties calculated with the ωB97M-V functional and the def2-TZVPD basis.

Geometry (Å):
C (0.90900, -0.53659, -1.33900)
C (-0.41821, -0.43632, -0.58833)
C (-0.37072, 0.05288, 0.77667)
O (-1.23802, -0.19163, 1.62017)
Lu (-1.21626, 0.30511, 4.06383)
H (1.81535, -0.27746, -0.79053)
H (-1.18888, -1.17630, -0.80457)
H (0.99683, -1.40087, -1.99559)
H (0.39478, 0.82616, 0.99782)
C (-0.03101, 0.54351, -1.69580)
H (0.20966, 1.56407, -1.39609)
H (-0.61981, 0.45405, -2.60763)
H (0.75728, 0.27338, 3.75906)

Its expectation value of S² is 0.751. The calculation puts the max |F| at 2.09 eV/A. Its lowest unoccupied orbital energy (spin up / spin down) is -3.997 / -5.488 eV. Its total charge is +1. As for the HOMO-LUMO gap (spin up / spin down): 7.3 / 8.4 eV. The calculation puts the energy at -39918.789 eV. As for the multiplicity: 2.

Atom charges from the natural (NBO) analysis, given in e for atoms 1 to 2: C -0.371; C -0.371

---

[5]
Below is a single C5H8N2 molecule, with properties calculated with the ωB97M-V functional and the def2-TZVPD basis.

Geometry (Å):
C (-1.27033, 1.18460, -0.48487)
C (-0.68604, -0.02470, 0.22556)
C (-0.67787, -1.37578, -0.53592)
N (0.78198, -1.50904, -0.32237)
C (0.82324, -0.19079, 0.24294)
C (1.79445, 0.50537, 0.77259)
N (2.68863, 1.22501, 1.23791)
H (-0.87144, 1.28329, -1.50027)
H (-2.36143, 1.10063, -0.54918)
H (-1.03566, 2.10541, 0.05961)
H (-1.11201, -0.11235, 1.23036)
H (-0.97333, -1.28036, -1.58681)
H (-1.24770, -2.18841, -0.07600)
H (1.34186, -1.65104, -1.15605)
H (2.84668, 0.99465, 2.22439)

The calculation puts the max |F| at 0.49 eV/A. Its lowest unoccupied orbital energy is 1.018 eV. As for the HOMO-LUMO gap: 8.8 eV. Its structure (SMILES) is C[C@H]1CNC1=C=N. The calculation puts the energy at -8292.455 eV.

Atom charges from the natural (NBO) analysis, given in e for atoms 1 to 2: C -0.604; C -0.221

---

[6]
Below is 2 unconnected molecules or ions with the total composition C5H9BrN in a non-equilibrium geometry, with properties calculated with the ωB97M-V functional and the def2-TZVPD basis.

Geometry (Å):
C (-0.32003, 1.28210, 0.37180)
C (1.09884, -0.37475, -0.68413)
C (0.06310, -1.01354, 0.97310)
C (0.78873, 0.36409, 0.80524)
C (-1.13590, 0.30343, -0.47071)
N (-0.23499, -0.90312, -0.42476)
Br (-2.92510, 0.03192, 0.05974)
H (-0.83652, 1.85958, 1.17685)
H (-0.09253, 2.17841, -0.28507)
H (1.37469, 0.16586, -1.59625)
H (1.84896, -1.21206, -0.53780)
H (0.68631, -1.88869, 1.24542)
H (-0.60578, -0.91977, 1.84724)
H (1.71530, 0.85477, 1.17959)
H (-0.76131, 0.81239, -2.59491)
H (-0.66377, -1.54062, -1.06534)

The calculation puts the max |F| at 5.27 eV/A. Its lowest unoccupied orbital energy (spin up / spin down) is -4.863 / -5.349 eV. Its total charge is +1. As for the HOMO-LUMO gap (spin up / spin down): 8.9 / 9.2 eV. The calculation puts the energy at -76850.194 eV.

Atom charges from the natural (NBO) analysis, given in e for atoms 1 to 2: C -0.577; C -0.228

---

Which of these has the highest energy?
C2H9NO2